# C23H21F4NO14

4 unconnected molecules or ions with the total composition C23H21F4NO14 in a non-equilibrium geometry (ωB97M-V with the def2-TZVPD basis set, the Open Molecules 2025 dataset).

For the frontier orbital gap, the calculation gives 9.64 eV. The total energy comes out at -65215.851 eV. As for the structure (SMILES): CC(=O)OC(=O)CN1C(=O)c2cccc(CCF)c2C1=O.O=C1OC[C@@H](F)O1.O=C1OC[C@@H](F)O1.O=C1OC[C@@H](F)O1.

Each atom is followed by the atoms it is bonded to, with distances in Å.
Element x y z (Å)
1 C -1.23483 -5.05535 0.49902  C2 1.504, H22 1.091, H23 1.088, H24 1.083
2 C -2.58393 -4.43673 0.74499  C1 1.504, O3 1.185, O4 1.393
3 O -3.34028 -4.90471 1.52743  C2 1.185
4 O -2.89434 -3.26409 0.06013  C2 1.393, C5 1.395
5 C -3.46329 -3.46424 -1.19724  O4 1.395, O6 1.180, C7 1.523
6 O -4.63206 -3.40469 -1.34832  C5 1.180
7 C -2.51347 -3.77682 -2.34639  C5 1.523, N8 1.465, H25 1.088, H26 1.094
8 N -2.29890 -2.63625 -3.24041  C7 1.465, C9 1.457, C20 1.447
9 C -0.93001 -2.66907 -3.73871  N8 1.457, O10 1.186, C11 1.508
10 O -0.59255 -3.08199 -4.79839  C9 1.186
11 C -0.13946 -1.99658 -2.64511  C9 1.508, C12 1.379, C19 1.403
12 C 1.18358 -2.11381 -2.27603  C11 1.379, C13 1.397, H27 1.081
13 C 1.60300 -1.35031 -1.18348  C12 1.397, C14 1.382, H28 1.081
14 C 0.73404 -0.49157 -0.53752  C13 1.382, C15 1.402, H29 1.090
15 C -0.60867 -0.35822 -0.91647  C14 1.402, C16 1.511, C19 1.388
16 C -1.54799 0.58993 -0.20906  C15 1.511, C17 1.549, H30 1.086, H31 1.086
17 C -1.05199 2.04720 -0.38579  C16 1.549, F18 1.389, H32 1.084, H33 1.091
18 F -0.11456 2.15900 -1.40505  C17 1.389
19 C -1.03431 -1.14908 -1.97488  C11 1.403, C15 1.388, C20 1.508
20 C -2.37756 -1.32355 -2.63667  N8 1.447, C19 1.508, O21 1.191
21 O -3.30911 -0.58869 -2.74524  C20 1.191
22 H -0.49156 -4.27944 0.30923  C1 1.091
23 H -1.25835 -5.73236 -0.35293  C1 1.088
24 H -0.92357 -5.60175 1.38075  C1 1.083
25 H -2.98719 -4.57282 -2.91778  C7 1.088
26 H -1.58523 -4.18949 -1.93995  C7 1.094
27 H 1.83938 -2.79089 -2.80463  C12 1.081
28 H 2.62452 -1.42325 -0.83734  C13 1.081
29 H 1.08616 0.10868 0.30103  C14 1.090
30 H -2.49160 0.53678 -0.74384  C16 1.086
31 H -1.65927 0.35512 0.84495  C16 1.086
32 H -1.87330 2.71091 -0.63222  C17 1.084
33 H -0.57303 2.38756 0.53397  C17 1.091
34 O 2.01311 0.14027 1.91897  C35 1.191
35 C 1.96564 1.14252 2.56004  O34 1.191, O36 1.349, O40 1.359
36 O 2.99309 2.00301 2.71244  C35 1.349, C37 1.435
37 C 2.49751 3.14299 3.42975  O36 1.435, C38 1.508, H41 1.091, H42 1.087
38 C 1.30046 2.56847 4.14378  C37 1.508, F39 1.353, O40 1.422, H43 1.091
39 F 0.31685 3.48388 4.29970  C38 1.353
40 O 0.86489 1.56369 3.23637  C35 1.359, C38 1.422
41 H 2.22018 3.92596 2.72273  C37 1.091
42 H 3.25064 3.52919 4.11197  C37 1.087
43 H 1.52236 2.11175 5.10926  C38 1.091
44 O 5.13580 2.43808 5.54609  C45 1.187
45 C 5.76646 1.75359 4.80984  O44 1.187, O46 1.351, O50 1.364
46 O 6.23601 0.52579 5.12265  C45 1.351, C47 1.431
47 C 6.82143 -0.03094 3.94125  O46 1.431, C48 1.509, H51 1.091, H52 1.087
48 C 7.14496 1.20894 3.14339  C47 1.509, F49 1.353, O50 1.420, H53 1.091
49 F 7.04838 0.98874 1.81182  C48 1.353
50 O 6.12028 2.10767 3.54115  C45 1.364, C48 1.420
51 H 6.09194 -0.66219 3.43224  C47 1.091
52 H 7.69945 -0.62325 4.18420  C47 1.087
53 H 8.11850 1.64918 3.36550  C48 1.091
54 O -4.64063 5.05321 -5.37386  C55 1.183
55 C -4.58144 4.17311 -4.58561  O54 1.183, O56 1.355, O60 1.369
56 O -4.63611 2.85389 -4.88900  C55 1.355, C57 1.433
57 C -4.39130 2.11445 -3.68562  O56 1.433, C58 1.509, H61 1.090, H62 1.086
58 C -4.77982 3.11534 -2.62545  C57 1.509, F59 1.360, O60 1.414, H63 1.091
59 F -4.03866 2.97144 -1.49453  C58 1.360
60 O -4.45711 4.34990 -3.23392  C55 1.369, C58 1.414
61 H -3.33698 1.84543 -3.62980  C57 1.090
62 H -4.98808 1.20820 -3.65376  C57 1.086
63 H -5.83807 3.10823 -2.35963  C58 1.091